No. 1
{
  "formula": "C37H44BrFNOPbSiTe4",
  "method": "ωB97M-V/def2-TZVPD",
  "e_homo_ev": -4.4,
  "total_energy_ha": -5794.80714,
  "gap_ev": 5.562,
  "charge": -1,
  "symbols": ["Pb", "C", "C", "C", "C", "C", "C", "C", "Br", "C", "O", "C", "C", "C", "C", "C", "C", "H", "H", "H", "H", "H", "H", "H", "H", "H", "H", "H", "H", "H", "H", "H", "H", "H", "H", "H", "H", "C", "Si", "C", "C", "N", "C", "C", "C", "C", "C", "C", "F", "H", "H", "H", "H", "H", "H", "H", "H", "H", "H", "H", "H", "H", "Te", "Te", "Te", "Te", "C", "C", "C", "C", "C", "C", "C", "C", "C", "C", "C", "C", "C", "C", "H", "H", "H", "H", "H", "H", "H", "H", "H", "H", "H"],
  "positions_angstrom": [[0.292578, -0.780344, 1.400751], [-2.858733, -8.027456, -1.901920], [-3.435695, -7.049913, -0.876268], [-4.825691, -6.615289, -1.360256], [-3.580785, -7.792409, 0.458162], [-2.551210, -5.817408, -0.695053], [-2.845945, -4.880049, 0.288356], [-2.064269, -3.755648, 0.429216], [-2.526608, -2.540892, 1.820630], [-0.948507, -3.441543, -0.384172], [-0.238383, -2.355375, -0.219270], [-0.656544, -4.397527, -1.395747], [-1.458222, -5.535053, -1.502569], [0.509777, -4.305850, -2.404953], [1.324331, -3.010846, -2.386226], [-0.046743, -4.439379, -3.834253], [1.484145, -5.462423, -2.132921], [-3.498713, -8.910658, -1.964265], [-1.855604, -8.356254, -1.623253], [-2.807675, -7.584541, -2.897990], [-5.477664, -7.483807, -1.488993], [-4.752429, -6.092509, -2.315744], [-5.296479, -5.938243, -0.645358], [-4.190776, -8.690694, 0.329317], [-4.060307, -7.170727, 1.214956], [-2.603509, -8.091222, 0.841684], [-3.683010, -5.014776, 0.961767], [-1.194959, -6.246642, -2.271567], [0.709088, -2.144656, -2.611395], [2.094048, -3.084758, -3.161397], [1.803908, -2.823734, -1.430108], [-0.767997, -3.644336, -4.034721], [-0.540055, -5.396144, -4.008597], [0.766751, -4.343482, -4.558209], [1.919223, -5.365938, -1.135985], [2.296957, -5.444901, -2.864404], [0.992369, -6.435080, -2.192783], [5.109985, -1.191277, 0.072539], [3.480196, -1.373660, 0.987842], [3.854653, -1.197624, 2.836988], [2.867077, -3.148040, 0.823117], [2.292970, -0.300867, 0.337903], [2.669546, 0.997187, -0.049107], [3.516591, 1.770082, 0.773499], [3.929924, 3.048262, 0.449368], [3.512147, 3.624422, -0.740116], [2.704766, 2.878011, -1.577508], [2.283078, 1.585533, -1.267985], [0.074962, 3.105394, 0.103280], [5.689862, -2.112876, 0.174590], [5.711612, -0.367764, 0.460034], [4.941311, -1.011099, -0.991393], [4.707893, -1.835081, 3.090706], [3.007563, -1.533147, 3.443216], [4.093400, -0.182406, 3.152796], [3.147277, -3.720330, 1.710995], [3.324818, -3.627878, -0.045428], [1.785870, -3.234044, 0.689899], [3.845677, 1.338278, 1.707053], [4.571435, 3.592776, 1.132526], [3.810596, 4.627613, -1.014552], [2.392183, 3.304114, -2.523189], [-1.122238, 1.955908, 1.255893], [-2.770403, 0.814806, 3.524092], [-0.765153, 1.610452, 5.205120], [0.894486, 2.130534, 3.084274], [1.096405, -1.623411, -6.987890], [0.082495, -1.157927, -6.162268], [0.372626, -0.581986, -4.935181], [1.694834, -0.453350, -4.501473], [2.702560, -0.931377, -5.343767], [2.414171, -1.507747, -6.570469], [2.133261, 0.146012, -3.225052], [1.483657, 0.903002, -2.338476], [0.033311, 1.249118, -2.426797], [-0.920454, 0.374661, -1.916983], [-2.272173, 0.692670, -1.968674], [-2.684957, 1.891551, -2.531979], [-1.737290, 2.764968, -3.050519], [-0.388873, 2.447659, -2.995659], [0.861077, -2.078080, -7.941887], [-0.951808, -1.252570, -6.469164], [-0.441541, -0.246208, -4.311497], [3.733747, -0.850364, -5.019707], [3.219265, -1.871622, -7.196821], [3.188688, -0.015251, -3.019665], [-0.609145, -0.573655, -1.495631], [-2.997546, -0.002675, -1.561648], [-3.736935, 2.145331, -2.567746], [-2.049134, 3.702426, -3.493786], [0.340807, 3.138252, -3.396871]],
  "forces_ev_per_a": [[0.20, -0.54, 0.01], [0.01, -0.01, 0.00], [0.03, -0.01, 0.00], [-0.01, 0.03, 0.02], [0.00, -0.02, 0.02], [-0.02, 0.06, -0.06], [0.01, -0.04, -0.01], [0.00, 0.07, 0.01], [-0.06, 0.01, -0.06], [0.06, -0.09, -0.14], [-0.08, 0.14, 0.11], [0.01, -0.01, -0.04], [0.04, 0.00, 0.03], [-0.04, -0.01, 0.01], [-0.02, 0.01, 0.11], [0.00, 0.02, 0.00], [0.01, -0.02, 0.01], [0.00, 0.00, 0.00], [0.00, 0.00, 0.01], [0.00, 0.02, -0.01], [-0.01, -0.01, 0.00], [0.00, 0.00, 0.00], [0.00, 0.00, 0.00], [-0.01, 0.00, 0.00], [0.01, 0.00, 0.00], [0.01, 0.00, -0.01], [-0.01, 0.00, -0.01], [-0.01, -0.02, -0.02], [-0.05, 0.01, 0.01], [-0.01, 0.01, -0.01], [-0.05, 0.01, -0.12], [0.00, 0.01, 0.00], [0.00, -0.01, 0.00], [0.01, 0.01, 0.00], [-0.01, 0.00, 0.00], [0.01, 0.00, 0.00], [0.00, 0.00, -0.01], [0.02, -0.01, 0.01], [0.07, 0.00, -0.10], [-0.04, 0.00, -0.01], [0.03, -0.04, 0.07], [-0.23, 0.05, -0.05], [0.12, -0.03, 0.13], [-0.11, -0.02, -0.01], [-0.01, 0.02, -0.01], [0.00, -0.03, 0.03], [0.00, 0.01, -0.02], [0.00, 0.03, -0.09], [0.10, -0.18, 0.06], [0.03, 0.02, 0.00], [0.00, 0.03, -0.01], [-0.02, -0.02, -0.01], [-0.01, -0.02, 0.01], [-0.01, 0.00, 0.00], [0.03, 0.05, 0.00], [0.03, -0.04, -0.01], [0.00, 0.01, 0.02], [0.02, 0.01, 0.03], [0.00, -0.05, 0.09], [0.00, 0.00, 0.00], [0.01, 0.00, 0.00], [0.01, 0.00, -0.01], [-0.36, 0.64, -0.22], [0.22, -0.18, 0.08], [-0.06, 0.04, -0.07], [0.09, 0.25, 0.22], [0.00, 0.00, 0.00], [0.01, -0.01, 0.00], [-0.02, 0.02, -0.02], [0.02, 0.00, 0.06], [0.00, -0.03, -0.02], [-0.01, 0.00, 0.01], [0.03, 0.02, -0.06], [-0.04, -0.04, 0.00], [0.05, -0.02, 0.05], [-0.03, -0.01, -0.02], [-0.02, 0.00, 0.02], [0.01, 0.00, -0.01], [0.02, -0.01, 0.00], [-0.03, -0.01, 0.01], [0.00, 0.00, 0.00], [0.00, 0.00, 0.00], [0.00, 0.01, 0.00], [0.01, 0.00, 0.00], [0.00, 0.00, 0.00], [0.01, 0.04, -0.01], [0.04, -0.08, 0.01], [0.00, 0.00, -0.01], [-0.01, 0.00, 0.00], [0.00, 0.01, 0.00], [0.00, 0.00, 0.00]],
  "lowdin_charge": [0.927, -0.072, -0.562, -0.052, -0.057, -0.187, -0.107, -0.559, 0.675, -0.394, -0.383, -0.073, -0.003, -0.508, -0.050, -0.048, -0.043, 0.080, 0.087, 0.082, 0.079, 0.088, 0.079, 0.078, 0.073, 0.090, 0.094, 0.084, 0.066, 0.090, 0.049, 0.088, 0.068, 0.081, 0.078, 0.083, 0.073, -0.164, 0.309, -0.189, -0.182, -0.238, -0.359, -0.121, -0.100, -0.097, -0.045, -0.140, -0.714, 0.026, 0.025, 0.025, 0.027, 0.022, 0.010, 0.033, 0.026, -0.004, 0.066, 0.098, 0.094, 0.106, 0.540, -0.102, -0.044, 0.177, -0.106, -0.086, -0.026, -0.204, -0.053, -0.096, 0.009, -0.127, -0.200, -0.100, -0.104, -0.097, -0.079, -0.029, 0.094, 0.101, 0.100, 0.108, 0.096, 0.120, 0.081, 0.110, 0.098, 0.099, 0.110]
}

No. 2
{
  "formula": "C4H37NO14",
  "method": "ωB97M-V/def2-TZVPD",
  "e_homo_ev": -9.3,
  "total_energy_ha": -1282.63941,
  "gap_ev": 8.975,
  "relative_energy_kcal_mol": 102.4,
  "symbols": ["C", "N", "C", "O", "C", "C", "H", "H", "H", "H", "H", "H", "H", "H", "H", "H", "H", "H", "H", "O", "H", "H", "O", "H", "H", "O", "H", "H", "O", "H", "H", "O", "H", "H", "O", "H", "H", "O", "H", "H", "O", "H", "H", "O", "H", "H", "O", "H", "H", "O", "H", "H", "O", "H", "H", "O"],
  "positions_angstrom": [[0.898303, -0.602896, -0.565853], [1.284331, -0.634125, -2.002246], [0.272630, -0.557229, -3.012435], [-0.274202, 0.782169, -3.091291], [2.182523, -0.861230, 0.351221], [1.713971, -1.122571, 1.817368], [0.160456, -1.449407, -0.456507], [0.254623, 0.230813, -0.163516], [2.078129, 0.045582, -2.048761], [0.745468, -0.935445, -3.929188], [-0.648926, -1.265536, -2.815889], [0.410983, 1.417873, -3.473369], [2.864354, -1.606221, -0.132439], [2.764470, 0.023082, 0.461625], [1.207866, -2.089921, 2.156538], [0.836998, -0.363859, 2.090641], [2.366947, -0.659394, 2.563394], [1.785539, 2.662100, 0.740121], [1.453243, 2.320768, -0.659243], [1.058027, 2.658328, 0.131997], [-1.869805, 2.269444, 3.387567], [-3.216522, 1.994230, 4.099058], [-2.255942, 2.084969, 4.253511], [-4.433865, -2.504087, -1.726020], [-3.937233, -2.152922, -0.348235], [-4.707150, -2.089314, -0.914182], [-0.915447, -1.144178, 5.270484], [-1.428664, 0.281151, 4.772825], [-1.222130, -0.627224, 4.590606], [-1.703685, 2.906361, 0.959100], [-0.666816, 2.035022, 0.864927], [-1.265383, 2.319000, 1.568295], [-1.279214, 1.274148, -1.680908], [-2.415077, 0.358369, -1.459170], [-1.888286, 1.018833, -0.989307], [3.983271, 2.000970, -2.439275], [2.852754, 2.368824, -3.450907], [2.956519, 2.036480, -2.571874], [4.096864, -2.577324, -1.923329], [2.564716, -2.948591, -1.811475], [3.430258, -3.324848, -1.764427], [-3.113428, 1.999515, -0.463696], [-4.388520, 2.168516, -1.262396], [-3.845584, 2.655700, -0.662386], [-2.055571, -3.285766, 1.643977], [-2.057924, -1.798376, 1.103409], [-2.237033, -2.764270, 0.873873], [-1.312316, -0.817598, 2.926746], [-1.282192, 0.277470, 1.830109], [-1.085171, -0.653381, 1.985993], [0.502685, 3.262556, -2.757605], [0.142228, 3.274866, -4.212841], [0.906651, 3.099242, -3.605628], [3.577702, -3.990075, 1.408703], [2.765633, -3.143955, 2.188705], [3.387968, -3.856630, 2.353595]],
  "forces_ev_per_a": [[-0.58, -1.70, 0.52], [0.92, 0.37, 1.80], [-0.76, -0.40, 0.88], [0.87, 0.22, -1.35], [-1.98, -0.85, -0.03], [-2.29, 1.85, 1.08], [0.89, 0.41, 0.21], [1.17, -0.24, -0.74], [-1.15, -0.68, -1.08], [-0.36, 0.68, -0.20], [1.95, 1.35, 0.05], [-0.99, -1.21, 0.70], [-0.81, 0.30, 0.69], [0.50, 1.05, -0.36], [1.08, 1.09, -0.78], [1.68, -1.71, -1.29], [0.84, -1.12, -0.07], [0.45, 0.12, 0.77], [0.43, -0.43, -1.02], [-0.69, 0.31, -0.06], [0.01, 0.05, -0.24], [0.76, 0.08, 0.05], [-0.64, -0.31, 0.24], [0.08, -0.30, -0.43], [0.38, -0.33, 0.51], [-0.35, 0.51, 0.01], [1.00, -1.24, 2.72], [-0.19, 0.94, 0.72], [-1.01, 0.45, -3.02], [-1.31, 0.96, 0.30], [1.11, -0.65, 0.50], [0.13, -0.15, -0.51], [0.75, 0.16, -0.64], [-0.08, -0.10, 0.31], [-0.36, -0.86, 0.41], [-2.91, 0.08, -0.31], [-0.30, 0.47, -0.87], [3.52, -0.67, 1.56], [-1.81, -1.60, 0.30], [-0.86, 0.83, -0.21], [2.64, 0.79, -0.16], [-0.97, 1.03, -0.49], [-0.72, -0.34, -0.58], [1.09, -0.08, 1.11], [0.13, -0.15, 0.62], [0.26, -1.56, 0.20], [-0.44, 1.51, -1.06], [0.25, 0.21, -0.15], [-0.25, 0.17, 0.03], [-0.99, 0.10, -0.18], [0.05, 0.25, 0.82], [1.06, -0.07, 0.47], [-1.35, 0.49, -1.67], [0.52, -0.65, 0.34], [-0.37, 0.45, 0.83], [-0.03, 0.13, -1.22]],
  "lowdin_charge": [-0.219, -0.070, -0.259, -0.131, -0.196, -0.132, 0.121, 0.076, 0.096, 0.115, 0.159, 0.063, 0.082, 0.071, 0.096, 0.089, 0.067, 0.058, 0.004, -0.013, -0.001, 0.070, -0.058, 0.021, -0.016, -0.054, 0.021, 0.021, 0.007, 0.049, 0.002, -0.054, 0.019, 0.080, -0.052, 0.122, 0.011, -0.088, 0.079, -0.016, -0.087, -0.011, 0.007, -0.096, 0.021, 0.025, -0.093, 0.025, 0.026, -0.106, 0.053, 0.109, -0.053, 0.037, -0.034, -0.064]
}